[1]
Below is C4H9N as an isolated structure at a distorted geometry, with properties calculated with the ωB97M-V functional and the def2-TZVPD basis.

As for the total charge: +1. The value obtained for the energy above the lowest of the compared OMol25 structures with the same formula, charge and spin is 119.6 kcal per mole. The spin multiplicity is 2. The value obtained for the largest force on an atom is 0.0820 hartree/bohr. The calculation puts the orbital gap (alpha / beta) at 0.309 / 0.304 Eh. The calculation puts the HOMO energy (alpha / beta) at -15.54 / -16.14 eV. As for the expectation value of S²: 0.760.

Element x y z (Å)
N 0.7396 -0.1147 1.2346
C -0.1590 0.8605 0.7392
C -0.5360 0.5445 -0.6947
C -0.5996 -0.9739 -0.6136
C 0.6730 -1.1762 0.2655
H 1.0548 2.4225 0.5068
H 0.4623 1.9543 0.8274
H -0.9317 0.9304 1.5167
H 0.2976 0.8408 -1.3369
H -1.4210 0.9767 -1.1599
H -0.4260 -1.5380 -1.5289
H -1.4400 -1.4438 -0.0993
H 1.5353 -1.1350 -0.4217
H 0.7507 -2.1481 0.7648

=====

[2]
Below is C19H19BI2N6OReSbSe4 as an isolated structure, with properties calculated with the ωB97M-V functional and the def2-TZVPD basis.

As for the total charge: -1. The value obtained for the energy above the lowest of the compared OMol25 structures with the same formula, charge and spin is 0.0 kcal per mole. The spin multiplicity is 2. The value obtained for the largest force on an atom is 0.0145 hartree/bohr. The calculation puts the orbital gap (alpha / beta) at 0.226 / 0.224 Eh. The calculation puts the HOMO energy (alpha / beta) at -4.46 / -4.47 eV. As for the expectation value of S²: 0.765.

Element x y z (Å)
Re -0.5958 0.0992 -0.0073
I 4.4193 2.0682 5.1365
C 2.6929 1.7948 3.9895
C 2.1845 2.8563 3.2522
C 1.0516 2.6716 2.4691
I 0.2681 4.1463 1.2297
C 0.4360 1.4186 2.4271
O -0.6377 1.1797 1.6897
C 0.9694 0.3578 3.1655
C 0.3208 -0.9729 2.9319
N 0.4726 -1.3532 1.5018
C 1.8908 -1.4479 1.1244
C 2.3975 -0.1632 0.5337
C 3.7199 0.1988 0.6869
C 4.1851 1.3601 0.0842
C 3.3011 2.1057 -0.6679
C 1.9841 1.6885 -0.7687
N 1.5214 0.5818 -0.1731
C 2.0955 0.5425 3.9495
H 2.6720 3.8215 3.2696
H -0.7499 -0.9227 3.1370
H 0.7746 -1.7403 3.5683
H 0.0266 -2.2527 1.3484
H 2.0038 -2.2482 0.3906
H 2.4979 -1.7109 1.9956
H 4.3692 -0.4194 1.2934
H 5.2150 1.6684 0.2080
H 3.5735 3.0202 -1.1757
H 1.2786 2.2692 -1.3460
H 2.5148 -0.2851 4.5099
B -2.8899 -2.3028 -1.1202
N -1.3637 -2.5972 -1.3047
C -0.8669 -3.6273 -1.9897
C 0.4502 -3.3573 -2.3315
C 0.6840 -2.0971 -1.8015
N -0.4100 -1.6473 -1.1733
N -3.1501 -1.6432 0.2589
C -4.2308 -1.8463 1.0193
C -4.2884 -0.8633 1.9905
C -3.1695 -0.0722 1.7473
N -2.4915 -0.5503 0.6988
H -3.2279 -1.5505 -1.9969
H -3.4645 -3.3632 -1.1423
H -1.4957 -4.4706 -2.2185
H 1.1252 -3.9728 -2.8986
H 1.5643 -1.4774 -1.8522
H -4.8952 -2.6640 0.7982
H -5.0342 -0.7328 2.7541
H -2.8078 0.8048 2.2552
Se 1.6528 4.4749 -3.0642
Sb -0.7160 4.1178 -3.1667
Se -1.3721 1.4580 -1.6651
Se -1.6725 3.2079 -5.1494
Se -2.0437 5.2087 -1.5067

=====

[3]
Below is an isolated ion of composition C12H26NO and charge +1 at a distorted geometry, with properties calculated with the ωB97M-V functional and the def2-TZVPD basis.

As for the total charge: +1. The value obtained for the energy above the lowest of the compared OMol25 structures with the same formula, charge and spin is 41.5 kcal per mole. The value obtained for the largest force on an atom is 0.1006 hartree/bohr. The calculation puts the orbital gap at 0.398 Eh. The calculation puts the HOMO energy at -13.40 eV. Its SMILES is CC[C@@]1(C)C[C@](C)(CC)C1(O)[NH+](C)C.

Element x y z (Å)
C 0.5557 -1.4414 0.2046
C -0.8382 -0.7032 0.4934
C 1.2976 -0.1737 -0.2509
C -0.1285 0.6609 0.3704
C -1.3667 -0.9573 1.9127
C 1.4049 -0.1639 -1.7811
C -2.2656 -2.5641 -0.8284
C 3.7553 -0.6913 0.4521
C -2.1010 2.0995 0.1283
C 0.0032 2.8445 -0.6216
C -1.9863 -1.1101 -0.5250
C 2.5597 0.2376 0.5139
N -0.7529 1.6830 -0.4533
O 0.0957 1.2520 1.6197
H 0.8830 -2.0151 1.0007
H 0.5085 -2.0771 -0.6925
H -2.0770 -0.1627 2.0710
H -0.6189 -0.8923 2.7387
H -1.9249 -1.9576 2.0291
H 2.4194 -0.2215 -2.1539
H 0.9597 0.6757 -2.3413
H 0.9664 -1.0102 -2.2862
H -1.3330 -3.1294 -0.8036
H -2.7961 -2.7781 -1.8480
H -2.8254 -2.9616 -0.0595
H 4.6441 -0.2266 0.0319
H 3.5999 -1.6762 -0.0141
H 4.1962 -0.8904 1.4595
H -2.3914 3.1557 -0.2269
H -2.8752 1.4452 -0.2474
H -1.8518 1.9002 1.2304
H -0.1923 3.2181 -1.6676
H -0.1093 3.5767 0.0802
H 0.9904 2.5457 -0.5002
H -2.8680 -0.5814 -0.3270
H -1.6412 -0.5736 -1.5886
H 2.7709 1.3761 0.2393
H 2.2369 0.1603 1.5607
H -0.8739 1.3429 -1.3330
H -0.0300 0.7850 2.4134

=====

[4]
Below is a 2-piece molecular cluster, C4H6N2 overall at a distorted geometry, with properties calculated with the ωB97M-V functional and the def2-TZVPD basis.

The value obtained for the energy above the lowest of the compared OMol25 structures with the same formula, charge and spin is 128.0 kcal per mole. The value obtained for the largest force on an atom is 0.1001 hartree/bohr. The calculation puts the orbital gap at 0.313 Eh. The calculation puts the HOMO energy at -7.57 eV. Its SMILES is CC1=CN1.C#N.

Element x y z (Å)
C -2.3668 1.3367 -1.4467
C -1.7085 -0.4482 0.3172
C -0.5877 0.2542 0.2691
C 0.6144 0.7561 -0.2503
N -2.2560 0.5388 -2.2694
N -1.3870 0.4661 1.4205
H -2.4628 -1.1746 0.3075
H -2.7640 1.7013 -0.4940
H 0.6196 1.8721 -0.1092
H 0.5731 0.5409 -1.3022
H 1.4685 0.1651 0.1205
H -1.8351 1.3850 1.3990